A molecular structure, C35H47AsN3O3S3Si2Y at a distorted geometry, computed with wB97M-V/def2-TZVPD.

The geometry in XYZ format:
```
95
Properties=species:S:1:pos:R:3:forces:R:3:lowdin_charge:R:1
Y 0.335 0.658 -0.018 -0.5 1.3 -1.3 1.034
C -3.122 1.685 0.100 0.0 -0.1 0.2 -0.084
N -1.924 2.182 -0.589 0.1 -0.2 0.0 -0.194
C -1.439 3.447 -0.003 0.2 0.4 0.5 -0.165
C -1.145 3.376 1.493 -0.3 0.1 -0.4 -0.164
N 0.048 2.584 1.859 0.2 -0.2 -0.1 -0.191
C -0.202 1.974 3.179 -0.1 -0.2 0.3 -0.094
C 1.236 3.428 1.961 0.5 0.2 -0.1 -0.280
C 1.244 4.476 2.879 0.0 0.1 0.0 -0.054
C 2.350 5.281 3.058 -0.1 0.0 0.1 -0.094
C 3.489 5.054 2.299 0.1 0.0 0.0 -0.095
C 3.505 4.019 1.395 0.0 0.1 0.1 -0.134
C 2.396 3.183 1.212 -0.1 -0.2 -0.1 -0.619
S 2.620 1.910 0.046 0.6 0.3 -0.4 0.485
C -2.204 2.488 -1.977 0.2 -0.1 -0.6 -0.302
C -3.449 2.947 -2.385 -0.1 0.0 0.2 -0.049
C -3.683 3.330 -3.693 -0.2 0.1 -0.1 -0.102
C -2.653 3.274 -4.618 -0.1 0.2 0.0 -0.114
C -1.416 2.814 -4.233 -0.1 0.2 0.2 -0.138
C -1.167 2.409 -2.918 0.1 -0.2 0.0 -0.634
S 0.423 1.853 -2.518 0.3 0.2 0.3 0.571
H -3.798 2.497 0.394 0.0 0.0 0.0 0.095
H -3.655 1.007 -0.566 0.0 0.0 0.0 0.093
H -2.827 1.113 0.979 -0.1 0.1 0.0 0.062
H -0.539 3.751 -0.550 -0.1 -0.1 0.0 0.119
H -2.203 4.232 -0.150 0.1 -0.2 0.0 0.138
H -1.041 4.410 1.848 -0.1 -0.2 0.0 0.124
H -2.009 2.936 1.996 0.1 0.1 0.0 0.114
H -0.613 2.706 3.884 0.0 0.0 0.0 0.091
H -0.900 1.143 3.077 0.0 0.1 0.0 0.073
H 0.734 1.592 3.592 -0.2 0.1 -0.1 0.046
H 0.365 4.670 3.476 -0.1 0.0 0.1 0.106
H 2.328 6.071 3.791 0.0 0.1 0.1 0.096
H 4.360 5.681 2.417 0.1 0.1 0.0 0.101
H 4.380 3.813 0.797 0.1 0.0 0.0 0.090
H -4.257 3.029 -1.673 -0.1 0.0 0.1 0.103
H -4.660 3.695 -3.976 -0.1 0.0 0.0 0.097
H -2.820 3.594 -5.635 0.0 0.0 -0.1 0.105
H -0.603 2.763 -4.940 0.1 0.0 -0.1 0.098
O 2.454 -1.886 0.041 0.2 1.1 1.5 0.040
C 2.521 -1.236 1.022 0.4 -2.4 -2.1 -0.740
O -0.298 -0.935 1.997 0.3 0.8 -0.7 -0.450
O -1.189 -0.341 0.999 -1.4 -0.7 0.9 -0.459
N 0.248 -1.180 -1.511 0.1 -0.2 0.3 -0.447
S -1.218 -1.526 -1.975 0.0 -0.4 -1.5 1.046
C -1.131 -3.213 -2.673 0.0 0.1 0.5 -0.359
C -0.097 -4.029 -2.254 0.1 0.2 0.1 -0.086
C -0.016 -5.327 -2.726 0.0 -0.1 -0.1 -0.068
C -0.975 -5.805 -3.603 0.0 -0.1 0.0 -0.079
C -2.013 -4.984 -4.013 -0.1 0.1 0.0 -0.069
C -2.100 -3.684 -3.544 -0.1 0.0 0.0 -0.072
C -1.575 -0.774 -3.597 -0.2 0.1 0.4 -0.413
C -0.631 -0.720 -4.605 0.1 0.0 0.1 -0.087
C -0.985 -0.195 -5.836 0.0 -0.1 0.1 -0.062
C -2.275 0.261 -6.053 -0.2 -0.1 0.1 -0.079
C -3.211 0.216 -5.032 -0.1 -0.1 -0.2 -0.082
C -2.859 -0.299 -3.797 0.0 -0.1 0.2 -0.104
H 0.946 -1.320 -2.243 -0.1 0.1 0.1 0.031
H 0.634 -3.634 -1.562 0.1 0.0 0.1 0.095
H 0.794 -5.965 -2.404 0.1 0.0 0.0 0.108
H -0.919 -6.822 -3.965 0.0 -0.1 0.0 0.105
H -2.759 -5.353 -4.702 0.0 0.0 0.0 0.107
H -2.906 -3.040 -3.863 -0.1 0.0 -0.1 0.108
H 0.377 -1.073 -4.436 0.1 0.0 0.0 0.113
H -0.254 -0.143 -6.627 0.1 0.0 -0.1 0.110
H -2.549 0.668 -7.013 0.0 0.1 -0.1 0.109
H -4.210 0.591 -5.194 -0.1 0.0 0.0 0.111
H -3.574 -0.334 -2.987 -0.1 0.0 0.1 0.110
C 4.510 -3.291 2.779 -0.3 0.9 -0.1 -0.207
Si 4.439 -1.428 3.224 1.1 -0.6 0.4 0.384
C 4.360 -1.324 5.139 -0.2 0.2 -0.9 -0.225
C 5.999 -0.529 2.560 -0.9 -0.3 0.2 -0.216
As 2.503 -0.261 2.453 0.7 0.4 1.7 1.042
Si -0.959 -2.283 2.691 -0.5 -1.1 0.6 0.454
C -2.702 -1.910 3.371 0.8 0.0 -0.4 -0.149
C 0.308 -2.619 4.081 -0.6 0.0 -0.6 -0.166
C -1.036 -3.739 1.459 0.1 0.7 0.5 -0.138
H 5.440 -3.746 3.106 0.2 0.1 0.1 0.026
H 4.426 -3.436 1.706 0.0 -0.1 -0.2 0.015
H 3.693 -3.826 3.256 -0.2 0.0 0.1 0.015
H 5.311 -1.567 5.601 0.3 -0.1 -0.1 0.023
H 3.618 -2.017 5.526 -0.2 -0.1 0.0 0.016
H 4.082 -0.322 5.454 0.0 0.2 0.1 0.016
H 6.921 -0.968 2.923 0.2 -0.2 0.2 0.020
H 5.982 0.516 2.857 0.0 0.2 0.0 0.021
H 6.010 -0.564 1.473 0.0 0.0 -0.2 0.022
H -2.676 -1.162 4.157 0.1 0.2 0.1 0.025
H -3.158 -2.803 3.780 -0.1 -0.3 0.1 0.023
H -3.341 -1.540 2.574 -0.1 0.0 -0.1 0.023
H 0.538 -1.713 4.634 0.0 0.2 0.0 0.018
H 1.239 -2.990 3.661 0.1 -0.1 -0.1 -0.001
H -0.060 -3.358 4.784 -0.1 -0.2 0.1 0.026
H -1.542 -3.450 0.542 -0.2 0.1 -0.1 0.012
H -1.572 -4.581 1.885 -0.1 -0.2 0.1 0.027
H -0.042 -4.083 1.189 0.2 0.0 0.0 0.025
```
Forces are in eV/Å.

Properties
LUMO level, eV: 0.40
HOMO, eV: -6.327
E_tot, hartree: -5799.60005
Relative energy (zero: lowest compared OMol25 entry of this formula, charge and spin), kcal/mol: 0.0